Entry 1:
# C23H39N4O2Si

4 unconnected molecules or ions with the total composition C23H39N4O2Si (ωB97M-V/def2-TZVPD, OMol25).

```
69
C23H39N4O2Si | OMol25 | ωB97M-V/def2-TZVPD
C 5.332 0.036 2.048
C 5.357 0.571 0.479
C 4.575 2.032 0.472
C 3.106 1.975 -0.299
C 2.004 2.911 0.473
C 0.733 2.103 1.120
Si -0.339 1.116 -0.140
C -2.265 1.234 0.223
C -2.636 0.638 1.713
C 0.054 -0.806 -0.048
N 1.371 -1.111 0.630
C 2.192 -2.011 -0.317
C -0.041 1.712 -1.982
O -0.265 0.790 -2.956
O 0.374 3.073 -2.360
H 5.636 -1.102 2.075
H 4.225 0.106 2.447
H 6.100 0.629 2.732
H 6.471 0.779 0.133
H 4.849 -0.198 -0.276
H 5.235 2.782 -0.142
H 4.494 2.369 1.594
H 2.828 0.842 -0.387
H 3.265 2.449 -1.381
H 2.579 3.412 1.391
H 1.701 3.819 -0.226
H 0.015 2.937 1.584
H 1.089 1.461 2.060
H -2.781 0.567 -0.605
H -2.599 2.341 0.043
H -3.823 0.602 1.795
H -2.257 -0.472 1.888
H -2.290 1.353 2.596
H -0.842 -1.365 0.490
H 0.169 -1.151 -1.179
H 1.249 -1.660 1.510
H 3.137 -2.409 0.294
H 2.590 -1.401 -1.255
H 1.539 -2.912 -0.746
N -5.591 -2.415 2.363
C -6.826 -2.241 2.931
C -6.700 -2.425 4.290
C -5.339 -2.713 4.552
C -4.677 -2.698 3.345
H -5.386 -2.345 1.375
H -7.687 -2.004 2.321
H -7.501 -2.357 5.014
H -4.891 -2.910 5.517
H -3.636 -2.865 3.101
N -7.587 -2.497 -0.612
C -7.792 -1.215 -1.052
C -8.556 -1.275 -2.196
C -8.826 -2.641 -2.451
C -8.218 -3.373 -1.456
H -7.054 -2.756 0.208
H -7.376 -0.373 -0.515
H -8.884 -0.427 -2.782
H -9.402 -3.047 -3.273
H -8.179 -4.439 -1.278
N 7.756 0.758 -3.392
C 6.750 1.621 -3.043
C 7.179 2.903 -3.303
C 8.488 2.810 -3.833
C 8.818 1.474 -3.880
H 7.720 -0.249 -3.305
H 5.817 1.249 -2.640
H 6.610 3.808 -3.131
H 9.122 3.630 -4.148
H 9.716 0.973 -4.216
```

Values from the calculation:
- E: -42411.7141 eV
- Total charge: -1

Mulliken population analysis, charges in e, atoms 1 to 2: number 1, C, carries -1.090; number 2, C, carries -0.054

Entry 2:
# C23H40B2F4IN3O3

2 unconnected molecules or ions with the total composition C23H40B2F4IN3O3 (ωB97M-V/def2-TZVPD, OMol25).

```
76
C23H40B2F4IN3O3 | OMol25 | ωB97M-V/def2-TZVPD
C -0.521 -2.051 5.837
C -0.935 -1.342 4.929
C -1.497 -0.872 3.572
N -2.771 -0.357 3.387
O -3.693 -0.189 4.338
C -2.969 -0.063 1.970
B -4.310 0.513 1.271
O -5.528 -0.182 1.550
N -4.398 1.658 0.348
C -4.352 1.248 -1.088
C -3.351 2.666 0.691
C -1.656 -0.473 1.393
C -1.402 -0.377 -0.153
C -2.195 -1.568 -0.887
C -1.487 -2.937 -0.475
C -0.850 -3.731 -1.729
C 0.294 -2.903 -2.464
C -0.274 -2.019 -3.681
C 0.828 -1.652 -4.776
C 2.171 -1.229 -4.038
C 1.958 0.021 -3.036
C 3.334 0.852 -3.077
C 3.645 1.639 -1.731
C 5.007 2.470 -1.956
C 5.051 3.839 -1.116
C 6.148 3.652 0.047
N -0.746 -0.971 2.377
C 0.617 -1.515 2.283
C 1.601 -0.696 1.352
O 1.523 0.475 1.098
I 3.211 -1.884 0.434
H -0.045 -2.755 6.575
H -4.192 -1.013 4.525
H -5.348 -0.966 2.107
H -3.417 1.636 -1.604
H -4.426 0.109 -1.122
H -5.232 1.624 -1.701
H -3.393 3.553 -0.017
H -2.302 2.240 0.632
H -3.554 3.008 1.760
H -0.322 -0.470 -0.466
H -1.774 0.612 -0.584
H -2.284 -1.400 -1.998
H -3.254 -1.613 -0.465
H -2.263 -3.607 0.003
H -0.635 -2.790 0.252
H -1.714 -4.042 -2.387
H -0.384 -4.666 -1.268
H 1.050 -3.656 -2.871
H 0.810 -2.254 -1.679
H -0.603 -1.027 -3.217
H -1.171 -2.561 -4.114
H 0.950 -2.526 -5.479
H 0.456 -0.729 -5.328
H 2.898 -0.862 -4.835
H 2.695 -2.091 -3.511
H 1.724 -0.316 -1.981
H 1.124 0.692 -3.432
H 4.164 0.078 -3.208
H 3.346 1.592 -3.942
H 2.821 2.339 -1.402
H 3.823 0.873 -0.919
H 5.843 1.794 -1.591
H 5.161 2.624 -3.069
H 4.028 4.035 -0.666
H 5.353 4.665 -1.842
H 7.073 3.221 -0.453
H 5.741 2.870 0.758
H 6.347 4.650 0.550
H 1.105 -1.546 3.317
H 0.610 -2.597 1.931
B -2.654 1.853 7.218
F -1.354 1.428 6.787
F -3.253 2.651 6.195
F -3.471 0.703 7.462
F -2.534 2.617 8.412
```

Values from the calculation:
- E: -55435.1999 eV
- Total charge: 0

Mulliken population analysis, charges in e, atoms 1 to 2: number 1, C, carries -0.043; number 2, C, carries -1.057

Entry 3:
# C23H40Br3N2O5P2S

A molecular structure, C23H40Br3N2O5P2S (ωB97M-V/def2-TZVPD, OMol25).

```
76
C23H40Br3N2O5P2S | OMol25 | ωB97M-V/def2-TZVPD
C 3.570 1.553 -0.201
C 2.459 1.456 -1.207
C 2.632 0.650 -2.340
C 1.629 0.541 -3.294
C 0.423 1.218 -3.110
C 0.231 2.003 -1.973
C -1.115 2.698 -1.775
C -2.149 1.652 -1.531
N -2.338 0.967 -0.435
C -1.522 1.282 0.737
Br -0.652 -0.291 1.466
C -2.286 2.061 1.821
C -2.973 3.290 1.266
Br -0.902 2.704 3.055
C -3.386 -0.055 -0.547
O -2.610 -1.222 -0.874
P -4.428 -0.341 1.076
N -3.642 -1.685 1.791
O -5.826 -0.985 0.462
C -4.274 0.174 -1.813
C -4.501 -1.018 -2.761
C -5.321 -2.192 -2.233
C -5.155 -3.375 -3.177
Br -3.395 -4.169 -3.025
P -5.725 1.268 -1.577
O -5.637 1.999 -0.311
O -7.043 0.391 -1.680
O -5.793 2.169 -2.885
S -3.157 1.293 -2.833
C 1.248 2.131 -1.030
H 3.248 2.066 0.698
H 4.391 2.116 -0.641
H 3.971 0.574 0.040
H 3.554 0.105 -2.477
H 1.788 -0.068 -4.169
H -0.345 1.119 -3.863
H -1.386 3.243 -2.672
H -1.060 3.415 -0.962
H -0.696 1.897 0.423
H -2.965 1.431 2.378
H -3.591 3.047 0.402
H -3.621 3.734 2.012
H -2.254 4.049 0.971
H -3.079 -2.028 -0.630
H -2.861 -2.072 1.268
H -4.272 -2.451 2.011
H -5.982 -1.860 0.833
H -3.555 -1.345 -3.172
H -5.061 -0.611 -3.606
H -5.036 -2.511 -1.237
H -6.378 -1.953 -2.244
H -5.238 -3.027 -4.202
H -5.933 -4.116 -3.046
H -7.481 0.380 -0.818
H -6.728 2.381 -3.026
H 1.107 2.758 -0.159
C 7.070 -0.489 0.505
C 6.760 0.017 1.911
C 7.533 -0.715 3.006
C 7.236 -2.212 3.112
C 5.768 -2.562 3.348
C 5.215 -2.014 4.661
H 6.791 -1.537 0.380
H 6.520 0.090 -0.239
H 8.134 -0.390 0.283
H 5.683 -0.054 2.098
H 7.008 1.080 1.964
H 7.328 -0.233 3.966
H 8.605 -0.585 2.831
H 7.836 -2.627 3.927
H 7.578 -2.717 2.204
H 5.670 -3.651 3.352
H 5.155 -2.205 2.515
H 5.789 -2.390 5.510
H 4.177 -2.318 4.799
H 5.245 -0.924 4.688
```

Values from the calculation:
- E: -277255.5283 eV
- Total charge: +1

Mulliken population analysis, charges in e, atoms 1 to 2: number 1, C, carries -1.378; number 2, C, carries 0.526

Taking the records one at a time from the top gives orbital gap values of 0.235; 0.310; 0.297 Ha.
Taking the records one at a time from the top gives E_HOMO values of -4.1740; -9.8875; -11.7500 eV.
Taking the records one at a time from the top gives F_max values of 7.3; 4.8; 3.1 eV/A.